(1)
The following is a quantum chemistry calculation of a cluster of 8 separate species, C24H48O16S4 in total in a non-equilibrium geometry, from the Open Molecules 2025 dataset.

Output
* total energy: -3739.764802 Eh
* molecular weight: 720.90 g mol⁻¹
* SMILES: O=S1(=O)CCCC1.O=S1(=O)CCCC1.O=S1(=O)CCCC1.O=S1(=O)CCCC1.O=C1OCCO1.O=C1OCCO1.CO.CO
* E_HOMO: -9.879 eV
* orbital gap: 10.15 eV
* LUMO level: 0.3 eV
* max |F|: 3.1 eV Å⁻¹
* energy above the lowest of the compared OMol25 structures with the same formula, charge and spin: 149.5 kJ/mol

Positions of all 92 atoms, in Å:
S -0.877 4.997 -1.444
S -1.447 3.709 3.065
S -1.447 -1.064 1.037
S -0.837 -3.733 -4.251
O -1.175 0.070 0.162
O -2.581 2.872 3.376
O 0.545 -0.027 -4.267
O 0.191 -4.753 -4.400
O -1.677 5.017 2.484
O 2.769 -4.597 -3.124
O 1.448 0.243 5.638
O 2.905 -1.070 -0.727
O 3.167 0.368 0.972
O 3.284 1.080 -1.136
O 0.280 4.706 -0.627
O -0.698 -2.468 -4.989
O 3.228 -0.947 4.777
O -0.899 6.056 -2.392
O -2.131 -2.219 0.515
O 3.357 1.261 4.904
C 2.564 0.217 5.161
C 0.996 3.517 3.976
C -3.335 -4.261 -3.431
C 2.882 -1.007 -2.176
C 4.617 -0.642 4.517
C 0.887 2.395 2.923
C -2.478 5.134 -0.685
C -0.618 -2.307 3.204
C 2.860 0.469 -2.416
C -2.337 -0.524 2.542
C -0.659 0.365 -3.584
C -2.498 -4.280 -4.698
C -2.720 -3.141 -2.608
C 4.538 0.848 4.191
C -2.300 2.845 -1.677
C 3.108 0.177 -0.222
C -1.178 -3.357 -2.527
C 2.674 -5.969 -2.828
C -0.312 2.817 2.067
C 0.024 -1.612 1.987
C -3.210 3.995 -1.378
C -1.823 -1.430 3.724
C -0.376 3.777 4.534
C -1.197 3.481 -2.397
H -2.213 0.633 2.716
H 0.261 -0.801 -4.778
H -1.480 -0.316 -3.662
H 1.839 0.798 -2.585
H 3.789 -1.467 -2.597
H -2.436 5.039 0.425
H 1.949 -1.452 -2.557
H -4.099 3.678 -0.857
H -3.359 -0.755 2.370
H -0.199 3.037 -2.350
H -2.871 2.014 -2.206
H -0.882 -4.208 -1.869
H 0.424 -0.621 2.368
H -1.001 -3.350 2.966
H -0.557 -2.476 -2.282
H 2.114 -4.366 -3.805
H -0.036 3.497 1.296
H 3.581 0.771 -3.188
H -3.579 4.237 -2.331
H -4.369 -4.030 -3.619
H -2.772 -3.516 -5.402
H -1.000 1.317 -3.922
H -2.580 -2.193 4.032
H -2.637 -5.284 -5.114
H -0.467 0.532 -2.524
H -0.720 2.893 5.159
H -3.147 -3.148 -1.607
H 5.122 -0.898 5.412
H 1.424 4.437 3.446
H 5.324 1.378 4.641
H -1.356 3.885 -3.449
H 5.018 -1.268 3.708
H -1.518 -0.834 4.619
H 1.719 2.206 2.299
H 0.179 -2.380 3.963
H 2.857 -6.684 -3.694
H -0.313 4.746 5.053
H 0.639 1.423 3.343
H 0.629 -2.194 1.216
H 1.569 3.141 4.818
H -1.869 2.421 -0.792
H 3.403 -6.226 -2.016
H -0.894 2.002 1.716
H 4.349 1.003 3.102
H -3.246 -5.230 -2.961
H -2.781 6.155 -0.863
H -3.049 -2.213 -3.052
H 1.728 -6.336 -2.354

Cartesian forces, eV/Å:
0.055 -1.257 -0.620
0.163 0.890 0.982
0.407 1.178 1.685
0.415 0.080 -0.697
-0.023 -0.741 0.255
-0.376 -0.201 -0.034
-1.131 -0.331 0.151
-0.577 0.562 -0.002
0.015 -0.242 0.306
-0.229 -0.098 -0.149
1.891 0.055 -0.907
-0.200 0.168 -0.332
-0.081 0.010 -0.560
-0.217 0.067 -1.807
-0.433 0.564 0.409
0.191 -1.014 0.718
-0.885 0.627 0.238
0.883 1.639 -0.884
-0.065 -0.377 -0.402
-0.498 0.275 0.231
-0.412 -1.351 -0.045
1.165 -0.329 -0.897
1.035 0.676 -0.079
0.061 -0.331 0.406
-1.077 0.007 -0.825
-1.828 0.281 0.299
0.362 -0.590 1.749
0.259 -0.790 -0.204
0.297 1.276 -0.035
1.048 1.305 0.863
1.011 0.526 0.602
-0.613 -1.069 -0.120
-0.018 -0.438 1.688
-1.166 -1.079 -0.748
-0.924 -1.751 -0.128
0.266 -1.364 2.133
-0.392 0.187 -0.262
0.222 -1.896 0.649
0.403 -0.143 0.321
-0.851 0.709 -0.910
-1.407 -0.188 0.888
0.391 -0.418 -0.240
-0.410 -0.381 0.146
2.080 1.577 -1.748
-0.183 -2.347 -0.362
0.376 -0.003 -0.034
-0.287 -0.781 -0.256
0.286 0.306 -0.319
-0.477 -0.195 0.342
0.101 -0.328 -0.776
0.628 -0.103 0.181
-0.190 -0.038 0.628
-0.966 0.118 -0.346
-0.341 -0.478 -0.182
0.873 1.028 0.459
-0.350 0.545 -0.639
0.254 -1.244 -0.865
0.645 1.285 0.115
-0.513 -0.310 -0.033
0.124 -0.394 0.316
0.265 0.400 -0.869
-0.572 0.198 0.237
-0.519 1.149 -1.362
-0.419 -0.136 -0.197
-0.362 0.186 -0.389
-0.235 0.757 -0.692
0.297 1.063 -0.150
0.939 0.328 -0.399
0.198 -0.312 0.235
0.392 1.308 -0.478
0.204 0.125 0.155
0.839 0.109 0.930
-0.415 -1.140 1.097
1.202 0.908 -0.008
-0.202 -0.775 1.256
-0.462 0.292 0.120
-0.292 -0.377 -0.848
1.152 0.240 -0.545
-0.484 -0.151 -0.125
-0.044 1.102 0.754
-0.894 -0.449 -0.091
0.011 -0.015 0.646
-0.314 0.811 1.509
0.729 0.484 -0.099
0.002 -0.507 0.752
-0.175 0.492 -0.923
-0.259 -0.746 -0.808
0.434 0.121 0.830
-0.105 -0.206 0.385
-0.324 0.047 -0.444
0.509 0.548 -0.210
0.119 0.807 -0.586

=====

(2)
The following is a quantum chemistry calculation of an isolated molecule of C4H5NO in a non-equilibrium geometry, from the Open Molecules 2025 dataset.

Output
* total energy: -285.246689 Eh
* molecular weight: 83.09 g mol⁻¹
* E_HOMO: -9.702 eV
* orbital gap: 10.50 eV
* LUMO level: 0.8 eV
* max |F|: 1.0 eV Å⁻¹
* energy above the lowest of the compared OMol25 structures with the same formula, charge and spin: 440.8 kJ/mol

Positions of all 11 atoms, in Å:
O 1.032 0.629 -1.604
N -0.150 1.231 -1.583
C 0.505 -0.279 0.643
C 1.330 0.089 -0.335
C -1.172 1.707 -1.240
C -0.972 -0.603 0.689
H 1.048 -0.512 1.558
H -1.529 -0.052 1.460
H 2.403 -0.051 -0.285
H -1.005 -1.665 0.962
H -1.489 -0.496 -0.265

Cartesian forces, eV/Å:
-0.390 -0.191 0.246
-0.824 0.368 0.385
0.149 -0.015 -0.208
-0.022 -0.252 0.344
0.797 -0.160 -0.623
0.126 -0.051 -0.062
-0.037 -0.188 -0.188
0.289 -0.036 -0.213
-0.082 0.355 0.086
-0.155 0.162 0.007
0.148 0.009 0.226

=====

(3)
The following is a quantum chemistry calculation of an isolated molecule of C3H7N3 in a non-equilibrium geometry, from the Open Molecules 2025 dataset.

Output
* total energy: -282.661064 Eh
* molecular weight: 85.11 g mol⁻¹
* SMILES: [H]/N=N\C(N)=C\C
* E_HOMO (alpha / beta): -8.392 / -8.391 eV
* orbital gap (alpha / beta): 8.45 / 8.45 eV
* LUMO level (alpha / beta): 0.1 / 0.1 eV
* max |F|: 2.9 eV Å⁻¹
* energy above the lowest of the compared OMol25 structures with the same formula, charge and spin: 297.2 kJ/mol

Positions of all 13 atoms, in Å:
N 0.107 2.392 -0.282
N -0.955 1.696 -0.624
N -1.658 -0.297 0.490
C 1.227 -1.165 0.159
C 0.574 0.025 -0.466
C -0.751 0.424 -0.257
H 0.922 -1.298 1.200
H -2.574 0.135 0.504
H -1.680 -1.285 0.274
H 2.314 -1.053 0.129
H 0.987 -2.082 -0.392
H 0.449 2.130 0.649
H 1.035 0.377 -1.383

Cartesian forces, eV/Å:
-2.532 0.732 -0.750
1.499 2.023 -0.280
-0.457 -0.003 -0.372
-0.261 -0.237 -0.111
-0.578 -0.442 -0.046
2.106 -1.325 1.404
-0.029 -0.023 -0.071
0.074 -0.211 0.108
-0.157 0.140 0.084
-0.143 0.007 -0.024
0.079 -0.106 0.097
0.369 -1.044 -0.422
0.029 0.489 0.383

=====

Question: What is the molecular weight in the second record?
Answer: 83.09 g mol⁻¹

=====

Question: Which of these has the highest max |F|?
Answer: C24H48O16S4

=====

Copy entry 2 word for word.
The following is a quantum chemistry calculation of an isolated molecule of C4H5NO in a non-equilibrium geometry, from the Open Molecules 2025 dataset.

Output
* total energy: -285.246689 Eh
* molecular weight: 83.09 g mol⁻¹
* E_HOMO: -9.702 eV
* orbital gap: 10.50 eV
* LUMO level: 0.8 eV
* max |F|: 1.0 eV Å⁻¹
* energy above the lowest of the compared OMol25 structures with the same formula, charge and spin: 440.8 kJ/mol

Positions of all 11 atoms, in Å:
O 1.032 0.629 -1.604
N -0.150 1.231 -1.583
C 0.505 -0.279 0.643
C 1.330 0.089 -0.335
C -1.172 1.707 -1.240
C -0.972 -0.603 0.689
H 1.048 -0.512 1.558
H -1.529 -0.052 1.460
H 2.403 -0.051 -0.285
H -1.005 -1.665 0.962
H -1.489 -0.496 -0.265

Cartesian forces, eV/Å:
-0.390 -0.191 0.246
-0.824 0.368 0.385
0.149 -0.015 -0.208
-0.022 -0.252 0.344
0.797 -0.160 -0.623
0.126 -0.051 -0.062
-0.037 -0.188 -0.188
0.289 -0.036 -0.213
-0.082 0.355 0.086
-0.155 0.162 0.007
0.148 0.009 0.226